Molecular formula: C32H16AuF9N4O4P
Method: DFT, wB97M-V/def2-TZVPD

```
67
Properties=species:S:1:pos:R:3:mulliken_charge:R:1
Au -0.1505 0.1888 1.5737 1.13
O 2.5086 0.4934 5.7095 -0.45
C 1.5733 0.1951 4.8209 -0.06
O 1.4285 -0.8706 4.2842 -0.50
C 0.6737 1.3721 4.5548 0.56
C 0.6909 2.4656 5.4031 -0.39
C -0.2225 3.4930 5.2171 -0.49
C -1.1412 3.3796 4.1931 -0.48
C -1.0720 2.2762 3.3611 0.64
N -0.1709 1.2964 3.5134 -0.40
C -2.0725 2.1557 2.2347 0.19
O -2.9603 2.9468 2.1036 -0.60
O -1.8977 1.1174 1.4270 -0.55
H 3.1692 -0.2212 5.7295 0.45
H 1.4042 2.4834 6.2128 0.53
H -0.2224 4.3539 5.8712 0.48
H -1.9083 4.1164 4.0016 0.53
N 1.4933 -0.9353 1.5632 -0.39
C 2.6289 -0.6554 1.7186 0.79
C 3.9248 -0.3389 1.9048 0.08
C 4.6949 -0.0497 0.7404 -0.02
N 5.2167 0.1813 -0.2588 -0.48
C 4.4486 -0.3562 3.2285 0.18
N 4.8214 -0.4128 4.3150 -0.60
F 0.1439 4.3818 -5.2919 -0.25
C 0.3135 4.6480 -3.9909 0.79
F 1.5519 5.1371 -3.8354 -0.24
F -0.5517 5.6072 -3.6493 -0.27
C 0.1302 3.4010 -3.1550 0.23
C -0.6084 3.4431 -1.9818 -1.08
C -0.7403 2.2998 -1.2132 -0.66
C -0.1208 1.1162 -1.6197 0.23
C 0.6001 1.0745 -2.8160 -0.17
C 0.7273 2.2228 -3.5785 -1.23
P -0.3766 -0.3820 -0.6684 1.88
C 0.7557 -1.6558 -1.1973 0.74
C 0.2911 -2.9575 -1.3741 -0.84
C 1.1794 -3.9536 -1.7459 -1.05
C 2.5174 -3.6472 -1.9374 0.10
C 2.9888 -2.3516 -1.7648 -1.27
C 2.1076 -1.3549 -1.3918 -0.83
C 3.4663 -4.7367 -2.3851 0.84
F 4.7247 -4.4715 -2.0254 -0.26
F 3.4386 -4.8595 -3.7208 -0.24
F 3.1262 -5.9215 -1.8632 -0.26
C -2.0659 -0.9384 -0.8465 0.50
C -2.7670 -0.5881 -1.9991 -0.58
C -4.0507 -1.0713 -2.1865 -1.03
C -4.6207 -1.8961 -1.2275 0.21
C -3.9270 -2.2434 -0.0772 -0.92
C -2.6449 -1.7612 0.1170 -0.35
C -6.0390 -2.3798 -1.4308 0.80
F -6.3031 -3.4617 -0.6909 -0.26
F -6.9154 -1.4258 -1.0874 -0.24
F -6.2629 -2.6922 -2.7132 -0.25
H -1.0888 4.3613 -1.6746 0.52
H -1.3522 2.3237 -0.3224 0.71
H 1.0520 0.1570 -3.1634 0.56
H 1.2842 2.1976 -4.5055 0.46
H -0.7534 -3.1994 -1.2311 0.41
H 0.8302 -4.9676 -1.8829 0.46
H 4.0357 -2.1178 -1.9034 0.55
H 2.4869 -0.3499 -1.2513 1.22
H -2.3231 0.0611 -2.7427 0.51
H -4.6060 -0.8101 -3.0770 0.45
H -4.3870 -2.8848 0.6611 0.48
H -2.1053 -2.0280 1.0178 0.49
```

Results
Total charge: +1
HOMO energy (spin up / spin down) (eV): -11.98 / -11.98
M (Da): 919.43
Frontier orbital gap (spin up / spin down) (eV): 6.6 / 6.6
LUMO (spin up / spin down) (eV): -5.38 / -5.38
Energy above the lowest of the compared OMol25 structures with the same formula, charge and spin (kJ/mol): 8.31
Multiplicity: 1

***

Molecular formula: C32H16N8Pt
Method: DFT, wB97M-V/def2-TZVPD

```
57
Properties=species:S:1:pos:R:3:mulliken_charge:R:1
Pt -0.0088 1.0472 1.1567 1.05
C 6.5141 1.5876 0.7166 -0.65
C 6.5082 0.6653 1.7667 -0.73
C 5.3189 0.1774 2.2886 -0.13
C 4.1451 0.6478 1.7207 0.33
C 2.7620 0.3421 2.0239 0.39
N 2.4025 -0.4947 2.9589 -0.66
C 1.1317 -0.7734 3.2418 0.01
C 0.7351 -1.6913 4.2614 0.69
C 1.4664 -2.4693 5.1490 -0.37
C 0.7403 -3.2547 6.0108 -0.55
C -0.7303 -3.2737 5.9974 -0.55
C -1.4577 -2.5102 5.1254 -0.38
C -0.7270 -1.7104 4.2480 0.71
C -1.1261 -0.8028 3.2203 0.03
N -2.4033 -0.5544 2.9120 -0.66
C -2.7641 0.2689 1.9743 0.41
N -1.9402 1.0212 1.1341 -0.51
C -2.7665 1.7804 0.2554 0.30
N -2.3988 2.5908 -0.6591 -0.53
C -1.1116 2.8755 -0.9569 0.00
N -0.0002 2.3633 -0.3395 -0.65
C 1.1078 2.8996 -0.9265 0.07
N 2.3991 2.6496 -0.6080 -0.53
C 2.7631 1.8454 0.3168 0.28
N 1.9455 1.0700 1.1711 -0.58
C 4.1535 1.5693 0.6723 0.16
C 5.3326 2.0572 0.1493 -0.20
C 0.7004 3.7981 -1.9648 0.41
C 1.4265 4.5921 -2.8441 -0.18
C 0.7045 5.3674 -3.7397 -0.70
C -0.6956 5.3521 -3.7579 -0.69
C -1.4228 4.5613 -2.8818 -0.21
C -0.7025 3.7816 -1.9818 0.40
C -4.1506 1.4676 0.5862 0.13
C -5.3315 1.9291 0.0371 -0.21
C -6.5122 1.4343 0.5777 -0.66
C -6.5076 0.5113 1.6305 -0.70
C -5.3203 0.0518 2.1774 -0.21
C -4.1439 0.5481 1.6342 0.35
N -0.0041 -0.2721 2.6542 -0.64
H 7.4622 1.9438 0.3371 0.42
H 7.4500 0.3278 2.1770 0.42
H 5.3056 -0.5360 3.1003 0.59
H 2.5467 -2.4535 5.1560 0.61
H 1.2505 -3.8846 6.7272 0.44
H -1.2350 -3.9173 6.7055 0.45
H -2.5379 -2.5195 5.1092 0.61
H 5.3361 2.7704 -0.6628 0.61
H 2.5074 4.6025 -2.8280 0.59
H 1.2296 6.0006 -4.4416 0.42
H -1.2152 5.9740 -4.4738 0.41
H -2.5037 4.5469 -2.8932 0.58
H -5.3306 2.6420 -0.7754 0.60
H -7.4610 1.7671 0.1793 0.42
H -7.4512 0.1541 2.0192 0.42
H -5.3059 -0.6603 2.9903 0.59
```

Results
Total charge: +2
HOMO energy (spin up / spin down) (eV): -12.00 / -14.24
M (Da): 707.61
Frontier orbital gap (spin up / spin down) (eV): 5.0 / 4.5
Expectation value of S²: 6.0642
LUMO (spin up / spin down) (eV): -6.96 / -9.78
Multiplicity: 5

***

Molecular formula: C32H18BrF10N3O4PS2V
Method: DFT, wB97M-V/def2-TZVPD

```
72
Properties=species:S:1:pos:R:3:mulliken_charge:R:1
V -0.3601 -0.1408 0.4576 0.16
F 1.4741 2.4818 3.4132 -0.17
C 0.3114 2.3917 4.0802 0.54
F 0.5456 1.9564 5.3024 -0.19
F -0.2557 3.5811 4.1231 -0.20
S -0.7935 1.2248 3.1381 0.86
O -0.4648 1.5481 1.7417 0.05
O -2.1360 1.4468 3.5360 -0.59
N -0.1235 -0.1574 3.5003 -0.27
S -0.8937 -1.4078 2.9243 0.77
O -0.2578 -1.9294 1.7205 -0.51
O -2.3062 -1.2452 2.8182 -0.48
C -0.4123 -2.6936 4.1759 0.52
F -1.0656 -3.8187 3.9481 -0.19
F -0.6454 -2.2799 5.4056 -0.19
F 0.8998 -2.8985 4.0119 -0.20
C -1.0631 -3.2191 -2.4571 -1.34
C -1.1878 -1.9800 -1.8298 0.14
N -0.2938 -1.5202 -0.9626 1.32
C 0.8101 -2.2852 -0.7557 0.12
C 0.9818 -3.5776 -1.2639 0.81
C -0.0034 -4.0422 -2.1515 -0.90
C 2.1330 -4.3259 -0.8551 -0.91
C 3.0758 -3.7797 -0.0545 -1.05
C 2.9653 -2.4279 0.4058 0.82
C 3.9297 -1.7660 1.1862 -0.85
C 3.7083 -0.4614 1.5582 -1.28
C 2.5176 0.1731 1.1967 0.06
N 1.5819 -0.4301 0.4778 0.54
C 1.8240 -1.6982 0.0589 -0.03
H -1.8179 -3.5326 -3.1641 0.49
H -2.0451 -1.3495 -2.0362 0.42
H 0.0733 -5.0295 -2.5882 0.49
H 2.2276 -5.3452 -1.2069 0.46
H 3.9401 -4.3577 0.2469 0.46
H 4.8333 -2.2851 1.4791 0.49
H 4.4407 0.0815 2.1384 0.50
H 2.3151 1.1864 1.5146 0.28
F -1.8003 1.7120 -6.7548 -0.28
C -1.6708 1.6571 -5.4419 0.49
C -2.7820 1.8025 -4.6314 0.38
F -3.9741 1.9813 -5.1789 -0.29
C -2.6365 1.7730 -3.2540 0.26
F -3.7325 1.9483 -2.5149 -0.33
C -1.4013 1.5774 -2.6474 0.06
P -1.1188 1.6667 -0.8201 1.75
C -2.7636 1.6581 -0.0396 1.33
C -3.3122 0.3894 0.1584 -0.29
C -4.4888 0.2289 0.8728 -0.88
C -5.1203 1.3399 1.4052 -0.72
C -4.5739 2.6024 1.2234 -0.92
C -3.3961 2.7666 0.5130 -1.02
C -0.4896 3.3725 -0.7348 0.28
C -1.1946 4.4104 -1.3444 -0.77
C -0.7644 5.7193 -1.2005 -0.71
C 0.3717 6.0036 -0.4554 -0.62
C 1.0924 4.9723 0.1277 -0.65
C 0.6668 3.6616 -0.0170 -0.49
C -0.2938 1.4082 -3.4947 -0.24
Br 1.4403 1.1618 -2.7851 -0.09
C -0.4246 1.4542 -4.8704 0.36
F 0.6325 1.3075 -5.6570 -0.32
H -2.8369 -0.4928 -0.2771 -0.12
H -4.8938 -0.7605 1.0327 0.50
H -6.0310 1.2205 1.9762 0.40
H -5.0595 3.4699 1.6509 0.46
H -2.9696 3.7524 0.3972 0.51
H -2.0846 4.2077 -1.9286 0.38
H -1.3232 6.5226 -1.6627 0.45
H 0.6927 7.0297 -0.3361 0.41
H 1.9844 5.1915 0.7001 0.48
H 1.2288 2.8515 0.4255 0.34
```

Results
Total charge: +1
HOMO energy (spin up / spin down) (eV): -11.23 / -11.79
M (Da): 924.45
Frontier orbital gap (spin up / spin down) (eV): 7.7 / 8.0
Expectation value of S²: 3.7636
LUMO (spin up / spin down) (eV): -3.50 / -3.82
Energy above the lowest of the compared OMol25 structures with the same formula, charge and spin (kJ/mol): 133.91
Multiplicity: 4

***

- Which of these has the highest multiplicity?
  C32H16N8Pt